100
Properties=species:S:1:pos:R:3:forces:R:3:lowdin_charge:R:1 method="wB97M-V/def2-TZVPD" e_lumo_ev=-3.57 homo_lumo_gap_ha=0.3340 max_force_ev_per_a=0.9 e_tot_ev=-191275.882 charge=+1 homo_energy_ev=-12.657
N 4.389 -4.870 0.471 -0.36 -0.02 -0.01 0.0290
C 4.062 -3.469 0.726 0.35 -0.01 0.00 -0.2967
C 3.262 -2.892 -0.447 -0.10 -0.28 -0.20 -0.1532
N 2.471 -1.591 -0.336 -0.13 0.03 0.05 -0.1588
C 0.991 -1.769 0.103 0.15 0.02 -0.16 -0.5764
Br 0.142 -2.326 -1.587 0.02 0.04 0.06 0.9990
C 0.817 -2.875 1.169 -0.07 0.01 0.16 -0.1832
C 0.546 -4.336 0.789 0.01 -0.18 0.13 -0.1980
C -0.955 -4.650 0.697 0.20 -0.14 -0.04 -0.0847
C -1.269 -5.877 -0.133 0.00 -0.15 0.13 -0.4596
F -2.610 -6.016 -0.222 -0.15 0.04 -0.05 0.1370
F -0.779 -5.747 -1.392 0.02 0.03 -0.07 0.1138
C -0.733 -7.216 0.426 0.24 0.06 0.20 -0.5491
F -1.198 -8.249 -0.255 0.03 0.08 0.04 0.2033
F -1.082 -7.339 1.715 -0.03 -0.03 -0.17 0.1713
F 0.614 -7.231 0.370 -0.16 -0.01 -0.06 0.1551
C 0.363 -0.474 0.730 -0.11 0.00 0.09 -0.3944
C -1.151 -0.457 0.463 0.10 0.12 0.29 -0.2028
C -2.017 0.385 1.413 -0.18 -0.05 -0.73 -0.2143
C -3.495 0.161 1.023 0.41 -0.02 0.27 -0.1583
C -3.919 1.000 -0.178 0.27 -0.08 -0.15 -0.1657
O -3.832 0.162 -1.361 -0.43 -0.15 0.43 -0.0752
C -4.525 0.633 -2.435 0.03 -0.70 -0.07 -0.3456
O -4.225 1.600 -3.044 0.10 0.85 -0.25 0.1282
N 0.978 0.850 0.412 0.15 0.02 0.05 -0.4500
Cl 0.758 1.864 1.810 0.03 -0.04 0.01 0.7661
C 2.333 0.879 -0.189 -0.12 -0.14 -0.02 -0.6012
C 3.010 2.233 0.090 -0.07 0.29 0.15 -0.2144
C 4.261 2.659 -0.661 0.19 0.15 0.23 -0.2270
O 3.956 2.707 -2.037 0.09 -0.18 -0.10 -0.1676
C 5.056 2.459 -2.882 0.25 0.13 0.13 -0.0882
C 4.528 2.382 -4.302 0.11 -0.06 -0.27 -0.3994
F 4.340 3.620 -4.796 -0.05 0.16 0.02 0.1536
F 3.320 1.758 -4.319 0.06 0.16 -0.22 0.0874
C 5.488 1.624 -5.265 -0.09 -0.17 0.31 -0.3625
F 5.373 2.082 -6.508 -0.05 0.06 -0.14 0.1832
F 6.750 1.880 -4.834 0.06 0.03 -0.03 0.1452
C 5.327 0.076 -5.269 -0.13 0.15 0.00 -0.3568
F 6.338 -0.409 -5.991 0.19 -0.06 -0.12 0.1709
F 5.493 -0.346 -3.979 0.02 -0.10 -0.03 0.1020
C 3.979 -0.514 -5.777 -0.06 0.05 0.26 -0.2956
F 4.237 -1.626 -6.484 0.09 -0.24 0.00 0.1115
F 3.353 0.355 -6.593 -0.06 0.12 -0.13 0.1064
P 1.849 0.795 -2.017 0.06 -0.05 -0.07 0.8813
O 2.646 -0.224 -2.766 -0.13 -0.25 0.29 -0.4191
C 3.172 -0.366 0.223 0.05 -0.01 0.11 -1.0200
Cl 4.778 -0.371 -0.520 -0.02 -0.17 -0.03 0.8086
I 3.448 -0.432 2.362 -0.01 -0.02 -0.08 1.1298
H 3.741 -5.490 0.941 0.04 0.02 -0.02 0.0729
H 4.357 -5.113 -0.513 0.23 0.06 0.03 0.0799
H 4.998 -2.912 0.836 -0.15 0.06 0.01 0.0862
H 3.547 -3.397 1.680 -0.02 -0.04 -0.05 0.0654
H 3.933 -2.741 -1.295 -0.02 0.05 0.11 0.1207
H 2.529 -3.622 -0.787 -0.05 0.12 0.09 0.0913
H 2.427 -1.325 -1.358 0.01 0.07 0.03 0.0482
H 1.689 -2.808 1.820 -0.06 0.04 -0.03 0.0677
H -0.016 -2.552 1.803 0.06 -0.05 -0.10 0.1273
H 1.043 -4.652 -0.127 -0.02 0.13 -0.01 0.0827
H 0.970 -4.955 1.587 0.02 0.06 -0.11 0.1282
H -1.362 -4.826 1.696 -0.09 0.19 -0.11 0.1430
H -1.502 -3.837 0.212 -0.01 -0.07 0.11 0.1028
H 0.499 -0.626 1.807 0.11 0.04 -0.12 0.0812
H -1.505 -1.492 0.535 0.00 0.12 -0.14 0.0914
H -1.327 -0.105 -0.557 0.01 -0.21 0.01 0.0961
H -1.832 0.136 2.462 0.01 0.02 -0.08 0.1175
H -1.791 1.437 1.241 0.02 -0.03 0.37 0.0585
H -4.139 0.369 1.880 0.02 0.05 -0.10 0.1062
H -3.613 -0.896 0.765 -0.31 0.10 0.06 0.1178
H -3.251 1.856 -0.321 -0.14 0.03 0.08 0.1275
H -4.941 1.374 -0.073 0.06 -0.10 -0.04 0.1305
H -5.363 -0.025 -2.714 0.08 -0.05 0.05 0.1504
H 3.222 2.341 1.157 -0.09 -0.14 -0.07 0.0736
H 2.246 2.981 -0.151 0.05 -0.05 0.14 0.1191
H 5.127 2.020 -0.470 -0.19 0.13 -0.04 0.0766
H 4.524 3.655 -0.278 -0.06 -0.03 -0.18 0.1452
H 5.551 1.521 -2.616 -0.07 0.07 -0.02 0.1154
H 5.788 3.274 -2.845 -0.06 -0.10 0.00 0.1608
H 3.341 -0.760 -4.924 0.03 0.12 -0.08 0.1398
H 1.827 2.120 -2.448 -0.10 -0.05 0.02 0.0628
H 0.504 0.440 -1.910 -0.13 0.05 -0.04 0.0063
C -3.462 3.186 2.842 -0.01 0.12 -0.05 -0.1156
C -4.043 4.257 3.758 0.03 -0.04 0.04 -0.2577
C -5.048 3.701 4.767 -0.02 0.00 0.00 -0.2238
C -6.277 3.035 4.146 0.02 -0.01 -0.01 -0.2283
C -7.082 3.927 3.202 -0.03 0.00 0.02 -0.2714
C -7.658 5.167 3.879 0.02 0.00 -0.04 -0.1070
H -4.245 2.723 2.238 0.01 -0.01 -0.01 0.0529
H -2.728 3.614 2.155 0.01 -0.01 0.01 0.0733
H -2.968 2.399 3.419 -0.03 -0.01 0.01 0.0765
H -4.511 5.036 3.151 -0.01 0.01 0.01 0.1023
H -3.232 4.745 4.304 0.00 0.00 -0.01 0.1066
H -5.364 4.509 5.432 -0.02 0.00 0.00 0.1039
H -4.542 2.970 5.406 0.01 0.01 0.00 0.1094
H -6.930 2.693 4.954 -0.01 0.00 -0.01 0.1118
H -5.973 2.132 3.608 0.01 0.00 0.01 0.0931
H -7.901 3.337 2.783 0.00 0.01 -0.01 0.1048
H -6.464 4.231 2.352 0.01 -0.01 0.00 0.0960
H -8.302 4.888 4.715 0.01 0.01 0.01 0.0777
H -8.255 5.753 3.180 -0.01 0.00 0.01 0.0716
H -6.873 5.819 4.265 0.00 0.00 0.00 0.0661

82
Properties=species:S:1:pos:R:3:forces:R:3:lowdin_charge:R:1 method="wB97M-V/def2-TZVPD" e_lumo_ev=-15.49 homo_lumo_gap_ha=0.1325 max_force_ev_per_a=5.8 e_tot_ev=-125169.702 charge=+4 homo_energy_ev=-19.092
N 5.357 -3.071 0.594 0.22 -0.16 -0.01 0.1197
C 4.418 -3.501 1.438 -0.07 0.13 -0.16 -0.0767
C 3.080 -3.134 1.301 -0.45 -0.14 0.29 -0.0088
C 2.694 -2.367 0.187 0.55 1.17 0.23 -0.2412
C 3.698 -1.895 -0.675 0.19 -0.37 0.22 -0.0232
C 5.025 -2.298 -0.432 -0.75 0.31 -0.36 -0.0807
C 1.273 -1.990 -0.044 0.04 -1.08 -1.68 -0.2919
Hf 0.119 -0.196 0.319 -1.97 0.17 2.40 1.4726
P -2.318 0.376 -0.708 -2.85 1.91 -1.09 0.9137
C 0.726 -1.490 -1.326 1.32 -4.85 -2.93 -0.2571
C -0.180 -2.348 -2.152 1.77 2.74 3.26 -0.1725
C -0.898 -1.752 -3.217 -1.53 -0.04 -0.70 0.0018
C -2.226 -2.098 -3.369 -0.13 0.13 -1.07 -0.0273
C -2.778 -3.146 -2.516 2.54 -0.07 3.21 -0.2436
C -1.794 -4.131 -2.072 1.41 1.24 -0.39 -0.0836
C -0.540 -3.621 -1.700 -1.61 -1.96 -0.43 0.0167
Br -3.812 -3.097 -0.761 -0.08 -0.46 -2.69 0.9675
H 0.616 -2.717 0.468 -0.25 0.28 -0.20 0.1111
H 1.372 -0.852 -1.966 -0.28 0.28 0.52 0.1294
H 2.368 -3.470 2.070 0.20 0.13 -0.54 0.1237
H 3.446 -1.232 -1.505 0.28 -0.37 0.06 0.1092
H 4.739 -4.166 2.252 -0.11 0.40 -0.37 0.1403
H 5.808 -1.985 -1.130 -0.08 -0.14 0.41 0.1363
H -0.384 -0.965 -3.790 -0.68 -0.50 -0.06 0.1585
H 0.120 -4.198 -1.030 -0.46 0.21 -0.57 0.1616
H -2.793 -1.667 -4.205 -0.13 0.06 0.63 0.1623
H -2.097 -5.131 -1.907 -0.32 -0.87 0.63 0.1269
P 1.597 1.845 0.288 1.80 2.30 -0.67 0.8536
C -3.996 -0.090 -1.553 -0.55 -1.79 -0.12 -0.3951
C -4.883 0.834 -2.429 0.10 0.81 -0.44 -0.0976
H -4.695 -0.573 -0.831 0.92 0.67 0.10 0.0487
H -3.737 -0.948 -2.191 -0.10 0.63 0.22 -0.0264
H -5.867 0.358 -2.634 0.64 -0.01 0.61 0.1180
H -5.081 1.825 -1.981 0.10 -0.72 -0.51 0.0678
H -4.454 0.965 -3.433 -0.28 0.06 0.54 0.0618
C -1.445 1.276 -2.042 0.66 -0.30 -0.36 -0.4485
C -2.183 2.172 -3.033 0.00 0.72 -0.38 -0.0776
H -0.937 0.518 -2.652 -0.02 0.24 0.34 0.0271
H -0.650 1.883 -1.590 -0.12 -0.16 0.14 0.0126
H -1.442 2.654 -3.691 -0.13 -0.14 0.29 0.1022
H -2.837 1.600 -3.696 0.27 0.27 0.32 0.0649
H -2.738 2.984 -2.545 0.00 -0.36 -0.17 0.1003
C -2.976 1.639 0.489 0.96 -0.32 1.04 -0.3981
C -4.330 2.305 0.313 -0.64 0.41 -0.14 -0.1204
H -2.244 2.443 0.722 0.00 -0.58 -0.26 0.0842
H -3.000 0.983 1.379 -0.21 0.52 0.16 0.0681
H -4.527 2.959 1.171 0.23 -0.18 -0.10 0.1059
H -4.376 2.949 -0.575 0.08 -0.19 0.32 0.0779
H -5.166 1.599 0.290 0.25 0.06 -0.11 0.0898
C 1.120 2.887 1.696 -0.60 0.05 0.74 -0.3796
C 1.863 4.223 1.752 0.35 0.36 -0.02 -0.0924
H 1.251 2.315 2.628 0.01 0.19 -0.20 0.0788
H 0.043 3.096 1.620 0.05 -0.15 -0.04 0.0817
H 2.926 4.094 1.963 -0.07 -0.02 -0.01 0.0890
H 1.765 4.789 0.818 -0.04 -0.08 0.34 0.0833
H 1.464 4.845 2.562 -0.04 -0.21 -0.18 0.1094
C 1.415 2.963 -1.168 -0.59 -0.07 0.04 -0.3687
C 1.756 2.315 -2.509 0.12 0.05 -0.26 -0.1134
H 2.072 3.827 -1.005 -0.09 -0.29 0.12 0.1073
H 0.382 3.345 -1.099 0.40 0.09 -0.28 0.0887
H 2.814 2.009 -2.536 -0.42 0.19 -0.14 0.0894
H 1.135 1.440 -2.750 0.16 0.16 0.13 0.0400
H 1.577 3.050 -3.308 0.24 -0.25 0.17 0.1098
C 3.413 1.706 0.376 0.22 -0.21 -0.25 -0.3473
C 3.952 0.871 1.508 0.31 -0.86 0.23 -0.1132
H 3.730 2.749 0.441 0.01 0.05 -0.02 0.1012
H 3.799 1.324 -0.582 -0.24 0.12 0.23 0.0969
H 5.039 0.954 1.570 -0.11 0.24 0.12 0.1133
H 3.527 1.063 2.496 0.16 0.40 -0.12 0.0673
H 3.781 -0.183 1.283 -0.08 -0.10 0.12 0.0462
C -1.312 -2.539 5.213 -0.58 -0.81 0.57 0.0377
N -0.515 -1.819 4.247 0.58 0.66 -0.56 -0.0796
C 0.625 -1.104 4.580 0.18 0.63 -2.89 0.0507
C 1.081 -0.497 3.417 -2.25 -1.22 0.85 -0.0389
N 0.140 -0.816 2.408 0.41 0.07 -0.34 -0.1322
C -0.765 -1.660 2.942 0.28 0.49 0.68 -0.1118
H -0.748 -3.365 5.634 0.19 -0.09 -0.05 0.1205
H -1.606 -1.893 6.036 -0.01 0.22 -0.10 0.1235
H -2.200 -2.944 4.738 -0.02 0.08 -0.05 0.1095
H 1.050 -1.065 5.539 0.25 -0.15 1.17 0.1432
H 1.926 0.117 3.214 0.37 0.22 0.11 0.0753
H -1.569 -2.133 2.377 0.14 0.15 0.50 0.1507